1.
Here is C22H26Br51N4O as an isolated structure at a distorted geometry from OMol25. Energies are from the ωB97M-V functional and the def2-TZVPD basis.

## Properties
Kohn-Sham gap	8.42	eV
total energy	-3603396.51194	eV
LUMO energy	-2.786	eV
total charge	+1
spin multiplicity	1
HOMO	-0.4120	Eh

Last column: Mulliken charge in e.
Positions of all 104 atoms, in Å:
1 C 2.443 0.594 3.978  0.380
2 N 1.528 0.285 3.076  -0.406
3 C 0.644 -0.521 3.715  0.096
4 N -0.423 -1.088 3.157  0.081
5 C -1.368 -1.940 3.896  -1.357
6 C -2.471 -0.921 4.366  0.084
7 C -2.851 0.167 3.453  -0.460
8 O -3.685 -0.956 3.701  -0.458
9 N 1.016 -0.681 5.029  0.066
10 N 2.183 0.051 5.180  0.200
11 H 3.332 1.209 3.835  -0.090
12 H -0.583 -0.883 2.181  0.260
13 H -0.940 -2.341 4.809  0.616
14 H -1.886 -2.685 3.305  0.603
15 H -2.479 -0.684 5.426  0.362
16 H -2.555 0.145 2.417  0.242
17 H -3.154 1.064 3.979  0.322
18 H 0.606 -1.179 5.804  0.200
19 H 2.669 0.117 6.065  0.124
20 C 6.705 1.799 3.452  -0.434
21 Br 5.000 2.268 2.680  0.046
22 Br 6.657 1.795 5.376  -0.008
23 Br 7.349 0.125 2.773  0.024
24 H 7.400 2.567 3.143  0.404
25 C 0.791 5.701 1.538  -0.104
26 Br 2.217 4.416 1.736  -0.022
27 Br -0.423 5.172 0.149  0.063
28 Br -0.116 6.040 3.196  -0.040
29 H 1.242 6.632 1.225  0.104
30 C 3.451 4.035 7.053  -0.358
31 Br 3.476 2.222 7.730  -0.078
32 Br 5.219 4.777 6.992  0.015
33 Br 2.534 4.156 5.370  0.101
34 H 2.883 4.618 7.765  0.353
35 C 1.617 -4.488 1.464  0.110
36 Br 1.339 -4.289 -0.419  0.111
37 Br 3.406 -4.022 2.004  0.122
38 Br 0.309 -3.472 2.464  0.179
39 H 1.459 -5.536 1.696  -0.397
40 C -8.204 -1.293 2.514  -0.006
41 Br -8.986 0.316 3.220  -0.003
42 Br -8.967 -2.865 3.315  0.000
43 Br -8.314 -1.350 0.597  0.008
44 H -7.158 -1.278 2.774  -0.004
45 C 0.328 -8.794 3.431  -0.274
46 Br 1.996 -8.659 4.375  0.014
47 Br -1.174 -8.573 4.603  0.009
48 Br 0.262 -7.563 1.951  0.041
49 H 0.273 -9.792 3.019  0.248
50 C -0.658 8.474 -1.360  0.139
51 Br 1.210 8.520 -0.907  -0.056
52 Br -1.757 9.180 0.044  0.006
53 Br -1.007 9.317 -3.046  0.039
54 H -0.922 7.432 -1.476  -0.183
55 C -0.437 -6.330 -4.007  -0.293
56 Br 0.224 -7.950 -4.801  -0.021
57 Br -0.847 -6.561 -2.145  -0.039
58 Br 0.771 -4.866 -4.304  0.046
59 H -1.367 -6.088 -4.502  0.303
60 C 1.320 -1.554 -6.926  -0.384
61 Br -0.450 -2.277 -7.089  0.031
62 Br 1.772 -1.038 -5.127  -0.038
63 Br 2.621 -2.774 -7.635  0.044
64 H 1.356 -0.655 -7.526  0.353
65 C 0.384 2.611 -4.599  -0.227
66 Br 1.695 2.724 -5.997  -0.020
67 Br 0.692 3.991 -3.292  0.027
68 Br -1.412 2.647 -5.275  -0.013
69 H 0.522 1.659 -4.107  0.222
70 C -4.221 7.211 -3.319  0.171
71 Br -2.725 6.036 -3.049  0.114
72 Br -5.412 6.554 -4.676  -0.061
73 Br -5.146 7.581 -1.680  -0.016
74 H -3.819 8.149 -3.677  -0.233
75 C -3.912 -3.528 -2.569  -0.368
76 Br -3.938 -3.357 -4.485  -0.026
77 Br -2.173 -3.042 -1.894  0.084
78 Br -5.391 -2.582 -1.779  -0.017
79 H -4.053 -4.576 -2.344  0.361
80 C -6.724 10.708 -4.347  -0.226
81 Br -4.856 10.744 -3.881  0.058
82 Br -7.807 11.473 -2.958  -0.011
83 Br -7.040 11.543 -6.046  -0.009
84 H -7.007 9.669 -4.440  0.248
85 C 6.607 -3.696 4.894  -0.349
86 Br 6.381 -3.660 2.985  -0.076
87 Br 8.358 -3.113 5.412  -0.004
88 Br 5.228 -2.680 5.782  -0.028
89 H 6.499 -4.723 5.211  0.386
90 C 2.845 -5.405 -11.051  -0.347
91 Br 1.122 -4.591 -10.811  0.008
92 Br 4.106 -4.174 -11.818  0.000
93 Br 3.501 -6.158 -9.406  -0.017
94 H 2.723 -6.218 -11.751  0.343
95 C 2.652 -12.356 5.146  -0.094
96 Br 4.190 -13.416 5.587  -0.016
97 Br 1.979 -12.778 3.393  -0.016
98 Br 1.276 -12.496 6.480  0.008
99 H 2.968 -11.324 5.122  0.087
100 C -0.843 8.715 -6.804  -0.241
101 Br -2.720 8.624 -6.384  0.096
102 Br -0.106 6.964 -7.094  0.025
103 Br -0.506 9.892 -8.283  -0.009
104 H -0.340 9.130 -5.942  0.151


2.
Here is C7H15NO as an isolated structure at a distorted geometry from OMol25. Energies are from the ωB97M-V functional and the def2-TZVPD basis.

## Properties
Kohn-Sham gap	8.25	eV
total energy	-11035.55782	eV
LUMO energy	0.088	eV
total charge	0
spin multiplicity	1
HOMO	-0.2999	Eh

Last column: natural (NBO) charge in e.
Positions of all 24 atoms, in Å:
1 C -0.035 -1.491 -0.798  -0.193
2 C -1.260 0.949 -1.596  -0.722
3 C -0.428 -2.590 0.151  -0.648
4 C 1.285 -0.918 -0.678  -0.615
5 C -1.341 -0.050 -0.451  0.441
6 O -2.409 -0.419 -0.014  -0.559
7 H -0.402 -1.617 -1.817  0.213
8 H -0.244 1.319 -1.728  0.210
9 H -1.595 0.480 -2.518  0.241
10 H -1.915 1.800 -1.384  0.230
11 H -0.042 -2.388 1.151  0.224
12 H -0.023 -3.549 -0.187  0.212
13 H -1.512 -2.678 0.221  0.237
14 H 1.674 -0.433 -1.571  0.216
15 H 1.159 -0.019 0.143  0.220
16 H 2.022 -1.532 -0.160  0.229
17 C 0.717 2.394 1.033  -0.701
18 C 0.561 0.926 1.316  0.193
19 N 0.783 0.301 2.383  -0.633
20 H 1.204 0.870 3.122  0.343
21 H -0.445 0.340 0.528  0.173
22 H -0.265 2.861 0.934  0.239
23 H 1.272 2.893 1.833  0.221
24 H 1.239 2.550 0.087  0.229


3.
Here is a 12-piece molecular cluster, C5H36NO12 overall at a distorted geometry from OMol25. Energies are from the ωB97M-V functional and the def2-TZVPD basis.

## Properties
Kohn-Sham gap	10.96	eV
total energy	-31823.09720	eV
LUMO energy	-2.531	eV
total charge	+1
spin multiplicity	1
HOMO	-0.4959	Eh

Last column: natural (NBO) charge in e.
Positions of all 54 atoms, in Å:
1 C -0.192 0.997 2.397  -0.105
2 O -0.359 -0.424 2.423  -0.746
3 C -0.929 1.578 1.205  -0.098
4 C -0.740 3.090 1.024  -0.418
5 C -0.678 3.596 -0.490  -0.413
6 C -2.066 4.247 -0.719  -0.619
7 N -0.619 0.731 0.018  -0.728
8 H 0.875 1.302 2.323  0.177
9 H -0.351 1.447 3.381  0.207
10 H 0.546 -0.761 2.382  0.498
11 H -1.970 1.513 1.567  0.232
12 H -1.579 3.640 1.428  0.231
13 H 0.190 3.365 1.542  0.220
14 H -0.044 4.433 -0.791  0.231
15 H -0.405 2.761 -1.122  0.208
16 H -2.031 4.803 -1.665  0.216
17 H -2.906 3.547 -0.758  0.200
18 H -2.362 5.006 0.003  0.214
19 H 0.351 0.972 -0.215  0.470
20 H -1.306 0.935 -0.697  0.443
21 H -0.563 -0.269 0.249  0.491
22 H -1.401 -2.171 -2.246  0.470
23 H -2.526 -2.569 -3.332  0.489
24 O -2.053 -2.807 -2.535  -0.958
25 H 0.328 -2.303 -0.380  0.489
26 H 1.146 -1.636 0.596  0.490
27 O 0.733 -1.443 -0.257  -0.952
28 H 1.597 -1.105 -3.935  0.476
29 H 0.785 -2.332 -3.350  0.471
30 O 1.373 -2.031 -4.040  -0.946
31 H 1.768 0.925 -2.359  0.495
32 H 1.015 1.747 -3.412  0.483
33 O 0.932 1.375 -2.533  -0.971
34 H 3.831 -1.558 -3.010  0.486
35 H 4.732 -0.864 -2.045  0.474
36 O 3.839 -0.838 -2.386  -0.959
37 H 0.443 -3.167 2.385  0.492
38 H 1.419 -2.682 3.416  0.497
39 O 1.141 -2.513 2.509  -0.966
40 H -1.522 -2.709 0.728  0.482
41 H -2.546 -1.494 0.723  0.478
42 O -2.098 -2.159 0.192  -0.958
43 H 2.476 1.414 0.685  0.485
44 H 3.221 1.848 -0.497  0.484
45 O 2.316 1.799 -0.184  -0.961
46 H 3.979 2.267 2.470  0.497
47 H 3.168 1.472 3.604  0.494
48 O 3.240 1.697 2.683  -0.983
49 H -5.125 -0.546 1.296  0.479
50 H -4.223 -0.143 2.425  0.468
51 O -4.596 0.193 1.619  -0.943
52 H -0.830 -5.342 0.179  0.491
53 H -0.464 -4.556 -1.081  0.496
54 O -0.448 -4.521 -0.117  -0.983


4.
Here is C12H28N2NiOP2 as an isolated structure at a distorted geometry from OMol25. Energies are from the ωB97M-V functional and the def2-TZVPD basis.

## Properties
Kohn-Sham gap (spin up / spin down)	4.13 / 8.60	eV
total energy	-77542.58447	eV
LUMO energy (spin up / spin down)	0.165 / 0.460	eV
total charge	0
spin multiplicity	3
<S²>	2.031
HOMO (spin up / spin down)	-0.1456 / -0.2991	Eh

Last column: Löwdin spin population.
Positions of all 46 atoms, in Å:
1 Ni 0.158 -0.028 0.085  0.652
2 H 1.489 0.504 0.679  -0.005
3 H 1.728 -0.309 0.529  -0.003
4 P -0.002 2.079 -0.475  0.078
5 P -0.102 -2.216 -0.458  0.071
6 C -1.322 -3.285 0.383  0.021
7 H -1.194 -4.314 -0.001  0.005
8 H -1.123 -3.254 1.461  0.000
9 H -2.339 -2.929 0.175  0.003
10 C -0.441 -2.707 -2.195  0.012
11 H 0.320 -2.305 -2.873  0.003
12 H -0.479 -3.801 -2.297  0.002
13 H -1.412 -2.290 -2.485  0.001
14 C 1.394 -3.203 -0.109  0.006
15 H 1.578 -3.125 0.970  0.000
16 H 1.201 -4.248 -0.385  0.002
17 H 2.259 -2.810 -0.656  0.000
18 C -0.497 2.667 -2.124  0.011
19 H -0.435 3.764 -2.167  0.001
20 H 0.160 2.217 -2.877  0.005
21 H -1.526 2.339 -2.305  0.001
22 C -1.065 3.164 0.540  0.023
23 H -0.753 3.102 1.588  0.000
24 H -0.952 4.197 0.174  0.006
25 H -2.109 2.846 0.456  0.002
26 C 1.545 3.040 -0.290  0.008
27 H 2.333 2.627 -0.931  0.001
28 H 1.337 4.083 -0.573  0.003
29 H 1.870 3.002 0.757  0.000
30 H 0.563 0.130 -1.465  0.065
31 H -0.767 0.181 -1.072  -0.007
32 N -0.574 -0.951 6.528  0.003
33 C 0.045 -0.860 5.309  0.033
34 O 1.253 -0.860 5.136  0.053
35 C -0.886 -0.760 4.154  0.114
36 C -2.283 -0.915 4.203  0.268
37 C -2.995 -0.759 3.019  0.044
38 C -2.327 -0.402 1.850  0.215
39 N -0.991 -0.167 1.822  0.248
40 C -0.260 -0.485 2.926  0.019
41 H -0.005 -0.871 7.361  0.000
42 H -1.573 -0.839 6.564  0.002
43 H -2.796 -1.220 5.127  0.022
44 H -4.073 -0.963 2.975  -0.004
45 H -2.884 -0.360 0.898  0.016
46 H 0.832 -0.576 2.797  -0.002